Run P
Formula: C5H8NO
Source: OMol25
Level of theory: ωB97M-V with the def2-TZVPD basis set

Element x y z (Å)
C -1.455 0.112 -0.562
C -0.576 0.735 0.455
C 0.109 -0.494 1.271
N 1.168 -0.709 0.313
C 1.132 -0.700 -0.951
C 1.424 0.568 -0.391
O 0.478 1.456 -0.065
H -0.830 -0.436 -1.321
H -1.958 0.808 -1.141
H -2.130 -0.462 0.005
H -1.194 1.551 1.072
H 0.480 -0.308 2.225
H -0.436 -1.495 1.156
H 1.379 -1.560 -1.569
H 2.408 0.934 -0.495

Properties
net charge	+1
2S+1	1
HOMO-LUMO gap	9.221	eV
SMILES	C[C@H]1C[N+]2=C[C@H]2O1
HOMO level	-15.5	eV
LUMO	-6.28	eV

---

Run Q
Formula: C5H8NO
Source: OMol25
Level of theory: ωB97M-V with the def2-TZVPD basis set

Element x y z (Å)
C -1.455 0.126 -0.518
C -2.662 0.032 -0.814
C 0.430 0.463 0.291
C 0.569 1.870 -0.073
C 1.033 -1.860 0.577
N 1.286 -0.436 0.374
O 2.487 -0.066 0.478
H -3.499 -0.527 -0.317
H -3.111 0.460 -1.656
H 1.222 2.332 0.834
H -0.364 2.421 -0.256
H 1.271 1.814 -0.894
H 0.493 -2.329 -0.298
H 0.361 -1.940 1.438
H 1.939 -2.360 0.834

Properties
net charge	+1
2S+1	1
HOMO-LUMO gap (spin up / spin down)	7.092 / 7.098	eV
HOMO level (spin up / spin down)	-14.0 / -14.0	eV
LUMO (spin up / spin down)	-6.91 / -6.91	eV

---

Run R
Formula: C5H8NO
Source: OMol25
Level of theory: ωB97M-V with the def2-TZVPD basis set

Element x y z (Å)
C 0.127 0.939 -1.151
C 0.206 -0.223 -1.501
C 0.102 -0.635 2.181
C -0.716 -1.496 1.334
C 0.136 2.364 -0.817
N 0.085 -1.490 -1.622
O -0.653 -0.219 1.066
H -0.148 -0.211 3.141
H 1.221 -0.619 2.151
H -1.141 -2.480 1.122
H 0.520 2.286 0.193
H 1.051 2.853 -1.379
H -0.846 2.765 -0.759
H 0.891 -1.929 -1.953
H -0.833 -1.905 -2.007

Properties
net charge	+1
2S+1	1
HOMO-LUMO gap (spin up / spin down)	7.106 / 5.524	eV
HOMO level (spin up / spin down)	-12.6 / -12.0	eV
LUMO (spin up / spin down)	-5.52 / -6.50	eV

---

Run S
Formula: C5H8NO
Source: OMol25
Level of theory: ωB97M-V with the def2-TZVPD basis set

Element x y z (Å)
C -1.862 1.088 -0.428
N -0.760 0.493 -0.284
C 0.577 1.004 0.051
C 1.542 -0.135 0.446
C 0.683 -1.397 0.313
O -0.449 -1.351 1.140
C -0.669 -0.979 -0.191
H -2.779 0.675 -0.837
H -1.663 2.055 -0.669
H 0.358 1.658 0.913
H 0.968 1.211 -1.005
H 2.367 -0.232 -0.216
H 1.769 -0.048 1.486
H 1.195 -2.306 -0.047
H -1.276 -1.737 -0.670

Properties
net charge	+1
2S+1	1
HOMO-LUMO gap	10.016	eV
SMILES	C=[N+]1CC[C@H]2O[C@H]21
HOMO level	-15.3	eV
LUMO	-5.32	eV

---

The most stable of them is run S.

---

Run P
Formula: C5H8NO
Source: OMol25
Level of theory: ωB97M-V with the def2-TZVPD basis set

Element x y z (Å)
C -1.626 -1.143 -0.141
C -1.087 0.254 -0.384
C 0.282 0.674 -0.239
C 1.062 1.116 0.940
C 1.844 -0.034 0.289
N 1.555 0.210 -0.951
O 1.923 -0.002 -2.046
H -1.510 -1.594 0.903
H -1.239 -1.960 -0.751
H -2.659 -1.147 -0.351
H -1.690 0.789 0.393
H -1.401 0.616 -1.418
H 0.579 1.017 2.009
H 1.601 2.060 1.088
H 2.366 -0.857 0.659

Properties
net charge	+1
2S+1	1
HOMO-LUMO gap	9.669	eV
SMILES	CC[C@@]12C[C@@H]1[N+]2=O
HOMO level	-15.3	eV
LUMO	-5.68	eV

---

Run Q
Formula: C5H8NO
Source: OMol25
Level of theory: ωB97M-V with the def2-TZVPD basis set

Element x y z (Å)
C -0.980 0.532 0.901
C -1.082 0.994 -0.329
C 0.185 -0.367 1.370
C 0.027 0.615 -1.201
C 1.084 -0.506 0.102
N 0.176 -0.919 -1.064
O 1.303 0.730 -0.527
H -1.583 0.867 1.715
H -1.750 1.733 -0.701
H 0.577 0.256 2.167
H 0.008 -1.323 1.806
H 0.056 1.058 -2.281
H 1.995 -0.935 0.430
H -0.679 -1.168 -0.665
H 0.664 -1.567 -1.721

Properties
net charge	+1
2S+1	1
HOMO-LUMO gap	11.032	eV
HOMO level	-14.9	eV
LUMO	-3.90	eV

---

The most stable of them is run Q.

---

Run P
Formula: C5H8NO
Source: OMol25
Level of theory: ωB97M-V with the def2-TZVPD basis set

Element x y z (Å)
C -2.044 -1.065 -1.756
C -1.854 -0.498 -0.664
C -1.974 1.411 1.028
C 3.283 -0.626 -0.286
C -1.450 0.195 0.445
N 1.866 -0.644 -0.284
O 1.129 -0.002 0.440
H -2.238 -1.586 -2.682
H -3.021 1.190 1.381
H -1.236 1.785 1.820
H -2.133 2.284 0.376
H 3.730 -0.960 0.642
H 3.408 0.387 -0.657
H 3.500 -1.390 -0.975
H -0.967 -0.482 1.171

Properties
net charge	+1
2S+1	1
HOMO-LUMO gap	5.950	eV
HOMO level	-12.8	eV
LUMO	-6.90	eV

---

Run Q
Formula: C5H8NO
Source: OMol25
Level of theory: ωB97M-V with the def2-TZVPD basis set

Element x y z (Å)
C -1.183 -0.090 -0.896
C -0.768 -1.176 -0.277
C -1.057 2.010 1.468
C -0.201 0.800 -0.235
C 0.457 -0.501 0.289
N 1.704 -1.068 -0.618
O -0.440 2.356 2.400
H -2.040 0.101 -1.635
H -1.092 -2.186 -0.133
H -2.040 2.242 1.266
H 0.133 1.699 -0.560
H 0.910 -0.572 1.313
H 1.772 -0.311 -1.359
H 1.343 -1.933 -1.037
H 2.503 -1.372 0.012

Properties
net charge	+1
2S+1	1
HOMO-LUMO gap (spin up / spin down)	8.542 / 8.541	eV
HOMO level (spin up / spin down)	-12.2 / -12.2	eV
LUMO (spin up / spin down)	-3.62 / -3.62	eV

---

Run R
Formula: C5H8NO
Source: OMol25
Level of theory: ωB97M-V with the def2-TZVPD basis set

Element x y z (Å)
C -2.871 0.069 -1.148
C -0.580 0.149 -1.590
C 1.976 0.298 -0.050
C -0.089 -0.742 0.737
C 0.765 0.337 0.719
N -1.677 -0.336 -1.360
O 0.429 0.291 -2.172
H -3.296 1.000 -1.025
H 2.464 -0.740 -0.301
H 2.781 0.937 0.521
H 1.890 0.609 -1.051
H -0.893 -0.902 1.407
H 0.074 -1.743 0.293
H 0.737 1.158 1.308
H -3.753 -0.735 -1.054

Properties
net charge	+1
2S+1	1
HOMO-LUMO gap (spin up / spin down)	7.507 / 7.508	eV
HOMO level (spin up / spin down)	-14.2 / -14.2	eV
LUMO (spin up / spin down)	-6.69 / -6.69	eV

---

The most stable of them is run R.

---

Run P
Formula: H26O13
Source: OMol25
Level of theory: ωB97M-V with the def2-TZVPD basis set

Element x y z (Å)
O 2.506 -1.822 -1.517
H 2.608 -1.855 -2.462
H 2.518 -0.909 -1.263
O 1.278 2.757 1.052
H 1.910 3.478 1.125
H 0.548 3.208 0.614
O 1.926 0.793 3.190
H 1.918 1.292 2.349
H 1.081 0.377 3.048
O -0.885 4.107 -0.286
H -0.607 4.440 -1.151
H -0.896 3.206 -0.515
O -0.128 -0.396 0.520
H -0.507 0.443 0.209
H -0.273 -0.975 -0.288
O -2.486 -1.795 1.950
H -1.641 -1.659 2.387
H -2.695 -0.908 1.589
O 1.998 -2.022 1.888
H 1.301 -1.328 1.859
H 2.741 -1.463 2.023
O -2.459 -0.517 -2.499
H -2.436 -0.828 -1.616
H -3.349 -0.519 -2.726
O -3.182 0.552 0.591
H -2.804 1.390 0.449
H -3.784 0.803 1.344
O -0.940 1.597 -1.437
H -0.044 1.742 -1.734
H -1.469 1.217 -2.091
O 1.798 0.868 -0.977
H 1.273 0.333 -0.392
H 2.112 1.414 -0.231
O -0.169 -1.983 -1.799
H -0.116 -1.358 -2.510
H 0.708 -2.276 -1.598
O 1.027 -4.153 0.189
H 1.435 -3.488 0.766
H 0.166 -3.781 -0.058

Properties
2S+1	1
HOMO-LUMO gap	9.990	eV
HOMO level	-10.3	eV
LUMO	-0.27	eV

---

Run Q
Formula: H26O13
Source: OMol25
Level of theory: ωB97M-V with the def2-TZVPD basis set

Element x y z (Å)
O 2.544 -2.658 11.360
H 2.988 -2.706 10.514
H 1.831 -2.034 11.222
O 0.549 0.685 13.494
H 1.241 1.044 12.939
H -0.113 0.370 12.879
O 1.281 -1.136 12.585
H 1.571 -0.941 13.476
H 0.537 -0.551 12.441
O 2.630 -0.549 14.574
H 2.328 0.178 15.118
H 3.120 -0.131 13.866
O 4.399 -1.117 11.215
H 4.108 -0.595 10.468
H 4.722 -1.930 10.828
O 2.765 0.378 12.256
H 2.534 -0.543 12.376
H 2.669 0.529 11.315
O 3.741 -0.068 9.719
H 3.135 -0.617 9.222
H 3.499 0.828 9.487
O 3.565 -2.563 13.227
H 3.076 -2.469 12.409
H 4.466 -2.728 12.951
O 4.232 1.846 12.712
H 3.375 1.494 12.472
H 4.713 1.093 13.055
O 4.994 -0.304 13.090
H 4.663 -0.462 12.206
H 4.649 -1.030 13.609
O 2.786 1.990 9.945
H 2.014 1.737 10.452
H 2.440 2.232 9.086
O 1.077 1.179 10.864
H 0.822 1.679 11.640
H 0.355 1.307 10.249
O 1.074 -1.298 10.206
H 0.967 -0.407 10.539
H 1.747 -1.222 9.530

Properties
2S+1	1
HOMO-LUMO gap	7.142	eV
HOMO level	-8.5	eV
LUMO	-1.38	eV

---

Run R
Formula: H26O13
Source: OMol25
Level of theory: ωB97M-V with the def2-TZVPD basis set

Element x y z (Å)
H -0.015 0.452 0.542
H 0.059 -0.328 -0.814
H 0.482 -0.576 -4.493
H 1.179 -1.767 -5.195
H 0.428 1.846 2.405
H 1.796 1.212 2.296
H -3.196 -0.287 1.449
H -2.132 0.795 1.702
H -3.581 -2.281 -0.999
H -2.330 -2.121 -1.891
H 1.008 3.305 -0.578
H 1.065 2.299 0.552
H 4.020 -0.049 -0.108
H 5.191 -0.101 0.945
H 2.869 2.828 -3.219
H 2.482 3.689 -2.138
H -0.767 -3.704 1.765
H -1.873 -4.007 2.859
H -3.187 2.302 0.092
H -1.741 1.981 0.040
H -0.882 -1.466 1.789
H -1.252 -1.895 3.312
H 0.457 3.592 1.917
H 1.677 3.805 1.146
H -1.026 -3.729 -2.141
H -0.018 -4.792 -1.699
O 0.306 -0.299 0.164
O 0.385 -1.407 -4.967
O 1.323 2.061 2.142
O -3.071 0.646 1.562
O -2.880 -2.735 -1.397
O 0.412 2.686 -0.057
O 4.659 -0.658 0.307
O 2.875 2.757 -2.273
O -1.707 -3.797 1.913
O -2.612 1.576 0.223
O -0.552 -1.837 2.683
O 0.939 4.332 1.535
O -0.788 -4.326 -1.370

Properties
2S+1	1
HOMO-LUMO gap	7.379	eV
HOMO level	-7.8	eV
LUMO	-0.41	eV

---

Run S
Formula: H26O13
Source: OMol25
Level of theory: ωB97M-V with the def2-TZVPD basis set

Element x y z (Å)
O -0.453 0.135 -4.131
H 0.444 -0.154 -4.025
H -0.720 -0.187 -3.273
O -1.235 -1.507 2.014
H -0.541 -1.001 2.414
H -1.904 -1.694 2.671
O 2.784 -1.467 1.296
H 2.823 -0.783 1.962
H 2.238 -1.049 0.643
O 0.275 -3.137 0.398
H -0.360 -3.729 0.048
H -0.254 -2.489 0.865
O 0.263 0.686 3.152
H 1.147 0.837 2.759
H 0.427 0.567 4.058
O -2.931 -1.958 -0.188
H -3.764 -1.530 -0.121
H -2.341 -1.419 0.351
O 0.810 -1.859 -1.950
H 0.760 -2.417 -1.192
H 0.121 -2.221 -2.447
O -1.464 0.436 -1.636
H -2.397 0.365 -1.937
H -1.203 1.280 -2.000
O -2.170 1.131 1.571
H -1.865 0.964 0.656
H -1.680 0.534 2.114
O 1.687 1.131 -2.489
H 1.529 0.538 -1.764
H 2.549 0.923 -2.867
O -0.037 2.685 0.642
H -0.063 2.702 1.589
H -0.923 2.785 0.327
O 2.624 3.041 0.427
H 1.640 3.002 0.511
H 2.858 3.715 -0.174
O 0.702 0.134 0.051
H 0.682 1.120 0.195
H -0.045 -0.091 -0.509

Properties
2S+1	1
HOMO-LUMO gap	10.105	eV
HOMO level	-10.4	eV
LUMO	-0.29	eV

---

The most stable of them is run P.

---

Run P
Formula: H26O13
Source: OMol25
Level of theory: ωB97M-V with the def2-TZVPD basis set

Element x y z (Å)
H 0.188 -0.040 0.031
H -0.841 -0.923 -0.656
H -3.934 -0.325 1.616
H -4.173 -1.358 2.706
H -4.442 0.219 -1.952
H -3.597 -0.475 -3.008
H 1.757 -1.345 0.829
H 0.946 -0.558 1.845
H 0.071 4.499 -1.936
H -0.441 3.703 -0.746
H -1.781 -3.245 -2.526
H -1.581 -2.188 -3.600
H -1.030 1.056 2.531
H 0.098 1.678 3.338
H 3.227 -1.234 -3.758
H 3.075 -1.445 -2.261
H -0.989 3.103 1.516
H -0.841 4.602 1.722
H -0.408 -4.364 -2.255
H 0.404 -3.564 -1.250
H 3.388 3.357 2.273
H 2.212 2.857 1.451
H -0.150 -2.104 2.577
H 0.049 -1.867 4.065
H 3.041 -0.328 -1.014
H 4.503 0.089 -0.988
O -0.050 -0.401 -0.831
O -3.468 -0.898 2.236
O -3.952 0.387 -2.765
O 1.473 -1.359 1.750
O -0.121 3.599 -1.649
O -1.677 -2.295 -2.647
O -0.337 0.836 3.164
O 3.492 -0.865 -2.908
O -1.177 3.950 1.096
O 0.431 -4.367 -1.781
O 2.587 3.659 1.831
O 0.396 -2.376 3.323
O 3.651 0.327 -1.372

Properties
2S+1	1
HOMO-LUMO gap	8.965	eV
HOMO level	-9.4	eV
LUMO	-0.45	eV

---

Run Q
Formula: H26O13
Source: OMol25
Level of theory: ωB97M-V with the def2-TZVPD basis set

Element x y z (Å)
H 0.069 0.591 -0.428
H -0.073 -0.647 0.372
H 1.495 -2.670 3.616
H 1.917 -4.013 3.263
H -3.213 3.015 -0.829
H -2.136 1.959 -1.455
H -2.104 3.601 0.630
H -2.345 2.147 0.909
H -0.180 0.810 5.497
H 0.227 -0.355 4.614
H -0.165 3.817 -0.664
H 0.506 2.596 0.183
H 2.208 -2.720 -2.225
H 2.092 -4.261 -1.914
H -1.131 -3.696 1.486
H -2.593 -3.753 0.951
H -1.056 0.737 -2.521
H 0.029 1.141 -3.312
H 2.439 1.805 0.342
H 2.188 0.269 0.107
H 4.507 -0.729 -1.208
H 3.428 -0.825 -2.426
H -1.054 3.677 -3.038
H 0.060 4.394 -3.728
H -2.997 -1.536 1.439
H -1.502 -1.144 1.360
O -0.135 0.285 0.474
O 1.196 -3.504 3.675
O -2.831 2.615 -1.660
O -1.765 2.864 1.189
O 0.010 -0.096 5.542
O -0.134 2.845 -0.461
O 1.704 -3.398 -1.741
O -1.752 -4.274 1.042
O -0.572 0.363 -3.226
O 2.589 1.065 -0.286
O 4.143 -1.268 -1.909
O -0.250 3.425 -3.536
O -2.279 -1.449 0.768

Properties
2S+1	1
HOMO-LUMO gap	10.175	eV
HOMO level	-10.6	eV
LUMO	-0.44	eV

---

Run R
Formula: H26O13
Source: OMol25
Level of theory: ωB97M-V with the def2-TZVPD basis set

Element x y z (Å)
H 0.324 0.245 -0.080
H 1.486 -0.595 -0.203
H -1.510 1.957 3.881
H -2.145 0.525 3.579
H -4.042 -0.552 0.399
H -3.361 -1.775 0.428
H -1.345 -2.203 0.498
H -0.518 -2.512 1.628
H -1.297 -2.512 -1.840
H -0.967 -3.996 -2.067
H 2.355 1.238 -1.593
H 1.880 0.377 -2.791
H 0.248 3.858 0.449
H 1.345 4.104 -0.500
H 4.644 -0.580 -0.014
H 6.267 -0.477 0.151
H 0.830 2.286 -3.551
H -0.513 1.860 -3.408
H -3.182 2.878 -1.720
H -2.346 1.964 -0.868
H 4.138 -2.255 0.381
H 4.146 -3.324 1.524
H -3.494 -1.537 -1.420
H -4.386 -2.782 -1.405
H 0.640 0.643 2.663
H 2.018 0.281 3.051
O 1.148 0.005 0.467
O -2.331 1.390 3.884
O -3.677 -1.194 1.027
O -1.439 -2.103 1.433
O -1.427 -3.355 -1.410
O 1.638 0.779 -2.022
O 0.792 4.624 0.195
O 5.554 -0.781 -0.399
O 0.191 2.351 -2.933
O -2.433 2.927 -1.143
O 4.196 -3.148 0.534
O -3.919 -2.167 -1.979
O 1.554 1.034 2.700

Properties
2S+1	1
HOMO-LUMO gap	10.021	eV
HOMO level	-10.7	eV
LUMO	-0.68	eV

---

Run S
Formula: H26O13
Source: OMol25
Level of theory: ωB97M-V with the def2-TZVPD basis set

Element x y z (Å)
H 0.059 -0.984 -0.113
H -0.690 0.354 -0.234
H 0.991 4.867 -1.843
H 1.677 3.520 -1.607
H 3.740 -2.647 -1.252
H 4.836 -2.244 -0.415
H -2.151 -4.570 -1.049
H -2.350 -3.121 -0.996
H -1.885 2.136 2.347
H -1.342 0.776 2.505
H -0.649 -3.435 1.165
H 0.495 -2.640 1.937
H -1.587 2.781 -0.413
H -0.891 4.085 -0.171
H -0.995 -0.717 -2.462
H -2.107 0.041 -3.070
H 1.993 -0.872 -3.341
H 1.523 -1.208 -2.064
H 3.589 -1.737 1.958
H 2.167 -1.899 2.334
H -3.528 1.024 1.518
H -4.709 1.828 1.988
H 4.202 2.529 1.009
H 2.859 2.837 1.679
H -3.908 -0.521 0.251
H -2.421 -0.820 0.388
O 0.187 -0.047 -0.188
O 1.439 4.302 -1.182
O 4.414 -2.061 -1.282
O -2.310 -3.769 -1.627
O -1.060 1.694 2.484
O -0.172 -3.318 2.073
O -1.083 3.470 -0.869
O -1.189 0.216 -2.630
O 1.945 -0.439 -2.511
O 2.992 -1.708 2.725
O -4.461 1.150 1.349
O 3.602 2.241 1.713
O -3.222 -1.093 -0.105

Properties
2S+1	1
HOMO-LUMO gap	9.945	eV
HOMO level	-10.7	eV
LUMO	-0.74	eV

---

The most stable of them is run Q.